DFT (the ωB97M-V functional and the def2-TZVPD basis) results for 4 unconnected molecules or ions with the total composition C14H29NO9 in a non-equilibrium geometry.

Results
**Kohn-Sham gap (spin up / spin down)**: 8.786 / 2.418 eV
**⟨S²⟩**: 0.754
**E_LUMO (spin up / spin down)**: -2.71 / -9.07 eV

ORCA input file:
```
! RIJCOSX wB97M-V def2-TZVPD def2/J DEFGRID3
* xyz 1 2
O -4.79680 -0.13744 -4.26944
O -3.67952 -0.12157 -6.27059
O 4.52014 -3.00338 1.42113
O -3.44815 4.98355 4.67089
O 2.82690 -1.80767 -0.62915
O -2.17076 4.80582 2.90563
O 4.73414 -0.95534 4.45763
O -3.77587 3.15600 3.24463
O -3.41011 -1.82240 -4.91936
N -1.00953 0.94404 0.27283
C -4.33464 4.60546 5.70170
C -1.96382 0.15183 -2.06457
C -2.85927 -2.51811 -6.03191
C -4.04397 -0.62962 -5.05597
C 3.84351 -2.69988 -1.01046
C 5.12541 -2.24320 2.43800
C 5.01387 -2.65693 0.08144
C -1.43547 0.58604 -0.73076
C 4.35563 -0.69613 5.77868
C -3.21608 4.27166 3.56515
C 4.50524 -2.27445 3.84043
C -4.18649 1.16305 -6.65210
C -1.63256 4.01233 1.74399
C 1.70454 -1.65329 -1.46751
H 3.40506 -3.69771 -0.99649
H -4.14957 3.62129 6.13213
H -1.81255 2.94013 1.82200
H 4.56701 -1.59294 6.36104
H 4.92323 0.16894 6.12158
H -3.26291 -2.10897 -6.95807
H 5.28186 -1.60082 0.05129
H 4.26562 -2.35102 -1.95291
H -1.69362 0.85517 -2.85222
H 4.97552 -1.20482 2.14235
H -3.00436 -0.15778 -2.16219
H -3.91689 1.81740 -5.82311
H 0.82971 -1.21053 -0.99132
H 1.83630 -1.01318 -2.33986
H 1.25274 -2.56684 -1.85402
H 6.19288 -2.45948 2.39519
H -3.70738 1.59982 -7.52833
H -4.20082 5.30144 6.52983
H -1.77245 -2.48644 -6.10892
H -1.41794 -0.77698 -2.23017
H 4.87549 -3.19884 4.28371
H 5.96821 -3.16095 -0.07126
H -0.58526 4.24475 1.55099
H -3.32340 -3.50123 -5.95342
H -2.29348 4.29782 0.92559
H 3.31016 -0.50736 6.02252
H -5.26542 1.04596 -6.75366
H -5.36517 4.62455 5.34709
H 3.42096 -2.38187 3.87037
*
```

Mulliken analysis output, partial charges in e:
1. O -0.509
2. O -0.349
3. O 0.023
4. O -0.295
5. O -0.264
6. O -0.310
7. O -0.323
8. O -0.616
9. O -0.352
10. N -0.404
11. C -0.620
12. C -0.587
13. C -0.643
14. C 0.817
15. C -0.493
16. C -0.202
17. C -0.573
18. C 0.186
19. C -0.696
20. C 0.774
21. C -0.621
22. C -0.607
23. C -0.685
24. C -0.778
25. H 0.374
26. H 0.299
27. H 0.357
28. H 0.311
29. H 0.244
30. H 0.327
31. H 0.399
32. H 0.392
33. H 0.271
34. H 0.418
35. H 0.330
36. H 0.274
37. H 0.141
38. H 0.362
39. H 0.360
40. H 0.374
41. H 0.235
42. H 0.235
43. H 0.256
44. H 0.239
45. H 0.360
46. H 0.471
47. H 0.272
48. H 0.289
49. H 0.292
50. H 0.297
51. H 0.275
52. H 0.292
53. H 0.383

***

DFT (the ωB97M-V functional and the def2-TZVPD basis) results for a molecular structure, C14H30BCoN9O2S3.

Results
**Kohn-Sham gap**: 7.434 eV
**E_LUMO**: -2.58 eV

ORCA input file:
```
! RIJCOSX wB97M-V def2-TZVPD def2/J DEFGRID3
* xyz 1 1
Co 0.19899 0.10104 0.67452
S 2.23164 -0.53280 1.45283
S -0.07399 1.31582 2.64429
S 0.73136 -1.14257 -1.11082
O -1.49279 0.72957 -0.16309
O -1.80513 -1.83069 -1.13851
N 1.86317 2.78585 1.36281
N -3.58211 1.31872 -0.72027
N 2.96890 1.31077 -0.39535
N -1.12735 -0.50461 -3.02432
N 4.30375 -0.40458 -0.33789
N 1.59829 3.27903 3.46600
N -0.43471 -2.61534 -2.95707
N -3.03217 1.04922 1.50303
N -0.58611 -1.47979 1.45112
C 3.92885 1.49991 -1.36693
C -1.09195 -2.49638 -4.25781
C 2.75820 3.79185 1.68011
C 4.76985 0.44264 -1.32678
C 3.20724 0.14084 0.20565
C -3.04332 -2.21907 -1.71207
C 1.16222 2.49230 2.46510
C -4.94999 1.70789 -0.43208
C -0.76696 -1.51987 -2.10657
C 4.84263 -1.70960 0.01094
C -2.64760 1.03190 0.20664
C 2.59872 4.10069 2.98255
C -1.45688 -1.00339 -4.34666
C 1.08684 3.25594 4.82561
B 1.74230 2.17493 -0.05741
H -1.98787 -3.11990 -4.33125
H -0.86469 -0.49804 -5.11165
H 5.08991 -1.74275 1.06956
H 0.73985 1.44513 -0.12328
H 3.09559 4.81970 3.60837
H -2.28111 1.17852 2.16883
H 3.92586 2.36754 -2.00142
H -5.45757 0.94442 0.15909
H -1.54708 0.31433 -2.63254
H -0.79350 -1.40702 2.44224
H 0.06736 3.63694 4.85483
H 1.72536 3.88028 5.44376
H -5.48449 1.80792 -1.37206
H -3.75217 -2.33210 -0.89365
H -5.00101 2.66776 0.08730
H 0.08492 -2.23057 1.30403
H -3.42042 -1.46152 -2.40415
H 3.43124 4.19904 0.94709
H -0.41238 -2.79214 -5.05579
H -2.96438 -3.17458 -2.23603
H 5.74102 -1.87851 -0.57526
H 1.09837 2.23583 5.20376
H 1.58437 3.02961 -0.87963
H -3.90724 1.48278 1.74400
H -3.25578 1.35412 -1.66838
H -1.41246 -1.72930 0.90727
H 4.10426 -2.47788 -0.21229
H -0.48213 -3.51492 -2.50596
H -2.51321 -0.87517 -4.60275
H 5.64265 0.20797 -1.90853
*
```

Mulliken analysis output, partial charges in e:
1. Co -0.641
2. S -0.258
3. S -0.603
4. S -0.090
5. O -0.211
6. O -0.267
7. N 0.617
8. N -0.078
9. N 0.455
10. N -0.203
11. N 0.231
12. N 0.224
13. N -0.344
14. N -0.243
15. N -0.281
16. C -0.636
17. C -0.479
18. C -0.703
19. C -0.320
20. C -0.336
21. C -0.883
22. C -0.073
23. C -1.172
24. C 0.080
25. C -0.873
26. C 0.317
27. C -0.359
28. C -0.518
29. C -0.847
30. B 0.453
31. H 0.243
32. H 0.349
33. H 0.336
34. H 0.249
35. H 0.454
36. H 0.012
37. H 0.523
38. H 0.372
39. H 0.141
40. H 0.294
41. H 0.314
42. H 0.320
43. H 0.342
44. H 0.371
45. H 0.359
46. H 0.326
47. H 0.248
48. H 0.492
49. H 0.326
50. H 0.291
51. H 0.340
52. H 0.348
53. H -0.108
54. H 0.274
55. H 0.277
56. H 0.204
57. H 0.309
58. H 0.303
59. H 0.278
60. H 0.455

***

DFT (the ωB97M-V functional and the def2-TZVPD basis) results for a molecular structure, C14H30Br14ClNOPS in a non-equilibrium geometry.

Results
**Kohn-Sham gap**: 5.529 eV
**E_LUMO**: 1.56 eV

ORCA input file:
```
! RIJCOSX wB97M-V def2-TZVPD def2/J DEFGRID3
* xyz -1 1
Br 2.36406 -4.44019 -2.99422
Br 2.28109 -5.79855 -7.46359
Br -5.40733 1.87810 2.07966
Br -1.29285 8.43697 1.05829
Br -8.20930 4.25191 2.46437
Br 2.09248 -7.98393 -4.08323
Br -3.31380 5.40589 0.48913
Br 1.75715 1.39215 7.25391
Br 1.92090 2.97897 3.39596
Br 3.51527 -1.23339 1.53993
Br 0.52718 -8.09235 -9.76504
Br -0.15312 -1.17352 1.91593
Br -0.88633 5.35349 3.84069
Br 4.72955 2.02639 5.17147
Cl 1.08291 -0.39561 -1.95501
S -1.39148 -2.93848 -1.21385
P 1.02651 -2.49649 -2.54152
O 1.74822 -3.19441 -1.13509
N -0.51174 -2.99126 -2.68375
C 0.44770 3.41963 2.19863
C 0.38705 -5.94523 -7.86783
C -6.86253 2.29318 0.86052
C 3.72792 -5.89581 -3.00220
C 3.60034 -6.75629 -4.22975
C -0.02999 -7.38053 -8.03664
C 4.59132 1.16596 6.90977
C -7.19338 3.76165 0.87631
C -2.49150 7.99556 -0.41076
C 2.38748 -0.08256 2.63687
C 3.35472 0.31102 7.00091
C -3.71389 7.26522 0.07811
C 1.23773 -0.84603 3.23576
C 0.11353 4.88547 2.23783
H 0.99113 5.52497 2.21760
H 3.61013 -6.45618 -2.07673
H 3.40201 -0.33767 7.87361
H -1.93635 -1.69544 -1.05492
H 3.18992 -0.29232 6.11249
H 3.44817 -6.17652 -5.13602
H -2.76721 8.95238 -0.85040
H -4.14126 7.70255 0.97571
H 3.04334 0.29584 3.41727
H 4.62107 1.95422 7.65606
H -0.38696 2.78486 2.48268
H -0.54225 5.14819 1.40978
H 0.79473 3.13507 1.20624
H -7.83801 4.01716 0.03709
H -0.12021 -5.49896 -7.01361
H -7.70108 1.66382 1.14321
H -1.11483 -7.46608 -8.03137
H -6.50349 1.99499 -0.12293
H -4.47379 7.22748 -0.70051
H 0.38766 -8.03435 -7.27642
H 2.06811 0.73620 2.00791
H 5.48634 0.55251 6.99731
H 4.47405 -7.39777 -4.35410
H -1.91376 7.42274 -1.13002
H 1.61581 -2.53468 -0.42428
H 0.20427 -5.33971 -8.75052
H 0.75635 -0.26021 4.01901
H -6.31030 4.39428 0.85909
H 1.53176 -1.81190 3.63792
H 4.68880 -5.38237 -2.99270
*
```

Mulliken analysis output, partial charges in e:
1. Br 0.217
2. Br -0.096
3. Br -0.119
4. Br -0.131
5. Br -0.141
6. Br -0.166
7. Br -0.093
8. Br -0.112
9. Br -0.074
10. Br -0.157
11. Br -0.157
12. Br -0.177
13. Br -0.130
14. Br -0.153
15. Cl -0.399
16. S -0.282
17. P 0.124
18. O -0.427
19. N -0.356
20. C -0.672
21. C -0.607
22. C -0.615
23. C -0.823
24. C -0.157
25. C -0.488
26. C -0.543
27. C -0.226
28. C -0.634
29. C 0.062
30. C -0.543
31. C -0.576
32. C -0.488
33. C -0.431
34. H 0.380
35. H 0.381
36. H 0.353
37. H 0.063
38. H 0.276
39. H -0.057
40. H 0.363
41. H 0.389
42. H -0.194
43. H 0.376
44. H 0.428
45. H 0.101
46. H 0.412
47. H 0.339
48. H 0.356
49. H 0.389
50. H 0.341
51. H 0.337
52. H 0.341
53. H 0.296
54. H 0.167
55. H 0.334
56. H 0.364
57. H 0.374
58. H 0.213
59. H 0.376
60. H 0.267
61. H 0.030
62. H 0.450
63. H 0.322

***

> Which formula does entry 2 have?

C14H30BCoN9O2S3